ORCA calculation (ωB97M-V/def2-TZVPD) on a 8-piece molecular cluster, C7H28FN14O7 overall in a non-equilibrium geometry.

Structure (ORCA input):
```
! RIJCOSX wB97M-V def2-TZVPD def2/J DEFGRID3
* xyz -1 1
F 0.00 0.19 0.40
C -4.32 3.24 -0.56
O -5.32 3.87 -0.66
N -3.10 3.40 -0.96
N -4.21 2.20 0.21
H -2.38 2.84 -0.53
H -3.11 3.58 -1.95
H -4.87 2.05 0.96
H -3.28 1.79 0.24
C 5.18 -0.46 1.39
O 6.38 -0.25 1.69
N 4.23 0.43 1.16
N 4.61 -1.59 1.14
H 4.44 1.41 1.29
H 3.35 0.30 0.68
H 5.09 -2.47 1.02
H 3.62 -1.55 0.97
C 0.11 1.45 -5.08
O 0.05 2.20 -5.99
N -0.83 0.59 -4.77
N 1.16 1.36 -4.32
H -1.61 0.52 -5.41
H -0.68 0.04 -3.94
H 1.90 2.02 -4.49
H 1.09 0.77 -3.50
C -4.00 -4.43 -0.79
O -3.10 -5.04 -0.12
N -3.99 -3.17 -1.06
N -5.12 -5.02 -1.30
H -4.75 -2.75 -1.58
H -3.25 -2.61 -0.68
H -5.51 -4.60 -2.13
H -5.27 -5.99 -1.06
C 0.00 -0.47 6.23
O -0.40 -0.50 7.37
N -0.37 0.44 5.44
N 0.96 -1.29 5.84
H -1.19 0.99 5.64
H -0.02 0.36 4.50
H 1.31 -1.12 4.90
H 1.31 -1.97 6.49
C 1.46 -4.57 -3.69
O 2.26 -3.92 -4.38
N 1.02 -4.22 -2.49
N 1.23 -5.80 -3.97
H 0.42 -4.74 -1.87
H 1.25 -3.27 -2.22
H 0.25 -6.01 -3.96
H 1.68 -5.79 -4.88
C 2.41 5.76 2.35
O 3.49 5.29 2.01
N 1.35 5.21 2.19
N 2.34 6.90 3.04
H 0.66 5.57 2.83
H 1.37 4.27 1.82
H 1.42 7.28 3.20
H 3.23 7.26 3.36
*
```

The calculation puts the lowest unoccupied orbital energy at 1.85 eV. The energy above the lowest of the compared OMol25 structures with the same formula, charge and spin is 8.230 eV. As for the orbital gap: 7.306 eV.

ORCA calculation (ωB97M-V/def2-TZVPD) on a 7-piece molecular cluster, C7H28O7 overall in a non-equilibrium geometry.

Structure (ORCA input):
```
! RIJCOSX wB97M-V def2-TZVPD def2/J DEFGRID3
* xyz 0 1
C 7.83 -10.71 18.14
C 6.81 -11.35 19.08
O 6.58 -10.76 20.26
H 7.47 -9.77 17.73
H 8.03 -11.25 17.21
H 8.78 -10.56 18.66
H 7.01 -12.42 19.19
H 5.88 -11.34 18.50
H 6.03 -11.42 20.69
C 4.73 -5.37 15.54
C 5.55 -4.15 15.89
O 4.88 -3.54 17.07
H 5.17 -5.90 14.69
H 3.74 -5.07 15.20
H 4.66 -6.06 16.39
H 5.59 -3.41 15.08
H 6.57 -4.46 16.09
H 3.96 -3.39 16.85
C 8.19 -6.51 20.37
O 8.49 -7.57 21.28
H 8.09 -5.47 20.71
H 8.89 -6.49 19.54
H 7.28 -6.76 19.83
H 7.93 -8.31 21.06
C 12.20 -5.50 16.60
O 10.98 -4.81 16.57
H 12.92 -5.10 17.32
H 12.08 -6.55 16.85
H 12.63 -5.50 15.60
H 11.02 -4.14 17.26
C 12.91 -10.25 14.15
O 11.55 -10.00 13.87
H 13.43 -10.57 13.25
H 13.37 -9.37 14.60
H 13.00 -11.05 14.88
H 11.16 -10.82 13.55
O 8.21 -4.37 12.25
H 8.39 -5.14 12.80
H 8.54 -3.63 12.77
O 8.93 -6.85 14.77
H 9.34 -7.71 14.71
H 9.50 -6.35 15.35
*
```

Its structure (SMILES) is CCO.CCO.CO.CO.CO.O.O. The calculation puts the lowest unoccupied orbital energy at 0.37 eV. The energy above the lowest of the compared OMol25 structures with the same formula, charge and spin is 3.099 eV. As for the orbital gap: 10.455 eV.

ORCA calculation (ωB97M-V/def2-TZVPD) on C7H2Cl5I2OSn as an isolated structure in a non-equilibrium geometry.

Structure (ORCA input):
```
! RIJCOSX wB97M-V def2-TZVPD def2/J DEFGRID3
* xyz 1 1
Sn 1.45 -0.46 -1.53
I 0.83 -4.73 -4.44
C 1.97 -2.98 -4.21
I 3.44 1.57 -2.76
H 1.72 -2.22 -3.51
H 2.61 -2.82 -5.13
Cl -1.97 2.63 4.25
C -1.48 1.77 2.86
C -0.47 2.31 2.05
Cl 0.20 3.82 2.28
C 0.00 1.50 0.97
Cl 1.32 1.98 0.06
C -0.58 0.22 0.67
O -0.22 -0.47 -0.46
C -1.54 -0.38 1.51
Cl -2.00 -1.97 1.24
C -2.02 0.43 2.58
Cl -3.24 -0.21 3.56
*
```

The calculation puts the lowest unoccupied orbital energy (alpha / beta) at -8.38 / -8.42 eV. The energy above the lowest of the compared OMol25 structures with the same formula, charge and spin is 3.650 eV. As for the orbital gap (alpha / beta): 2.670 / 2.627 eV.

ORCA calculation (ωB97M-V/def2-TZVPD) on a 11-piece molecular cluster, C7H31NO10 overall in a non-equilibrium geometry.

Structure (ORCA input):
```
! RIJCOSX wB97M-V def2-TZVPD def2/J DEFGRID3
* xyz 0 1
C 2.97 -0.58 -2.19
C 1.71 -1.14 -1.71
C 0.90 -1.80 -2.68
N -0.22 -2.24 -1.96
C -0.14 -1.73 -0.70
C -1.14 -2.13 0.33
C 1.10 -1.10 -0.48
C 1.57 -0.40 0.69
H 2.82 0.51 -2.41
H 3.28 -1.09 -3.14
H 3.82 -0.85 -1.36
H 1.00 -1.86 -3.75
H -0.95 -2.69 -2.45
H -1.70 -1.24 0.55
H -1.02 -2.46 1.22
H -1.88 -2.71 -0.18
H 2.56 -0.09 0.56
H 1.10 0.47 1.06
H 1.33 -1.08 1.54
O -1.36 1.07 -2.87
H -2.35 0.97 -2.91
H -1.36 1.43 -2.04
O 0.42 3.52 -0.47
H -0.08 4.26 -0.95
H 0.56 2.67 -1.08
O 0.30 1.23 3.81
H 1.16 0.78 3.84
H 0.48 2.09 3.63
O -2.85 2.73 0.78
H -2.14 3.13 0.38
H -3.66 3.20 0.42
O 2.54 -4.25 -0.88
H 1.68 -3.71 -0.89
H 2.98 -3.96 -1.66
O -2.58 2.83 3.36
H -2.42 1.87 3.37
H -1.81 3.14 3.55
O -3.76 0.37 -1.09
H -4.73 0.18 -0.88
H -3.51 1.14 -0.62
O 2.97 1.83 2.93
H 3.13 1.99 2.04
H 3.83 1.68 3.26
O -1.73 -1.50 -3.89
H -1.55 -0.85 -3.16
H -1.29 -1.35 -4.71
O 0.00 -1.09 4.77
H -0.11 -0.21 5.20
H 0.13 -0.99 3.84
*
```

Its structure (SMILES) is Cc1c[nH]c(C)c1C.O.O.O.O.O.O.O.O.O.O. The calculation puts the lowest unoccupied orbital energy at -0.19 eV. The energy above the lowest of the compared OMol25 structures with the same formula, charge and spin is 3.253 eV. As for the orbital gap: 7.321 eV.

ORCA calculation (ωB97M-V/def2-TZVPD) on a 8-piece molecular cluster, C7H31NO7 overall in a non-equilibrium geometry.

Structure (ORCA input):
```
! RIJCOSX wB97M-V def2-TZVPD def2/J DEFGRID3
* xyz 0 1
C -1.85 3.32 0.23
C -0.66 2.52 0.74
C -0.97 1.06 1.02
N -1.15 0.25 -0.18
C -1.59 -1.14 -0.03
C -3.05 -1.18 0.49
C -1.43 -1.87 -1.38
C -2.03 -1.15 -2.59
H -1.64 3.87 -0.68
H -2.75 2.70 0.15
H -2.22 3.97 1.04
H 0.24 2.64 0.14
H -0.36 2.87 1.73
H -1.88 1.02 1.64
H -0.19 0.57 1.61
H -1.60 0.75 -0.93
H -0.91 -1.52 0.73
H -3.55 -0.21 0.42
H -3.09 -1.60 1.49
H -3.68 -1.77 -0.18
H -1.64 -2.92 -1.21
H -0.34 -1.89 -1.49
H -2.50 -1.88 -3.25
H -1.23 -0.83 -3.25
H -2.77 -0.41 -2.29
O 2.96 -1.11 -1.58
H 3.52 -0.58 -0.99
H 3.10 -2.04 -1.42
O 2.91 2.73 -0.91
H 2.81 1.78 -0.71
H 2.19 2.90 -1.53
O 1.46 -1.77 2.74
H 2.18 -2.29 3.08
H 1.58 -1.70 1.79
O 2.03 2.07 2.43
H 1.64 1.61 3.18
H 1.56 2.90 2.32
O 3.58 -0.07 1.27
H 2.61 -0.11 1.21
H 3.54 0.56 2.00
O 0.35 -3.83 0.59
H 0.18 -4.47 1.28
H 0.16 -2.97 0.96
O 1.32 -0.29 -3.59
H 0.93 0.02 -2.77
H 2.22 -0.52 -3.32
*
```

Its structure (SMILES) is CCCN[C@@H](C)CC.O.O.O.O.O.O.O. The calculation puts the lowest unoccupied orbital energy at 0.15 eV. The energy above the lowest of the compared OMol25 structures with the same formula, charge and spin is 1.961 eV. As for the orbital gap: 8.679 eV.

ORCA calculation (ωB97M-V/def2-TZVPD) on C7H33MgN12O10 as an isolated structure in a non-equilibrium geometry.

Structure (ORCA input):
```
! RIJCOSX wB97M-V def2-TZVPD def2/J DEFGRID3
* xyz 2 2
Mg -9.33 -14.25 34.38
C -7.22 -14.79 36.83
O -8.43 -14.68 36.11
H -6.93 -13.97 37.49
H -7.20 -15.71 37.42
H -6.45 -14.87 36.06
C -6.89 -18.43 33.28
O -6.62 -19.60 33.19
N -7.00 -17.71 34.36
N -7.25 -17.67 32.26
H -6.74 -16.74 34.39
H -6.69 -18.38 35.06
H -7.55 -16.76 32.58
H -7.36 -18.07 31.34
C -3.27 -12.13 37.96
O -2.71 -12.06 39.05
N -2.82 -11.49 36.93
N -4.37 -12.73 37.71
H -2.76 -11.96 36.03
H -1.96 -10.98 37.08
H -4.96 -13.18 38.40
H -4.74 -12.38 36.84
C -2.86 -16.30 36.08
O -1.80 -15.73 35.92
N -2.99 -17.42 36.54
N -3.98 -15.75 35.96
H -3.90 -17.71 36.87
H -2.10 -17.72 36.92
H -4.06 -14.75 35.85
H -4.81 -16.27 36.20
C -6.17 -18.69 38.13
O -5.94 -18.29 37.01
N -7.13 -18.32 38.95
N -5.58 -19.74 38.63
H -7.07 -18.71 39.88
H -7.44 -17.36 38.83
H -5.55 -19.80 39.64
H -4.75 -20.03 38.12
C -9.95 -10.75 38.04
O -9.28 -10.24 37.16
N -9.82 -11.97 38.38
N -10.94 -10.23 38.76
H -10.19 -12.36 39.23
H -9.11 -12.42 37.81
H -11.51 -10.79 39.38
H -11.31 -9.31 38.58
C -10.97 -18.24 36.94
O -11.64 -17.21 36.98
N -9.74 -18.37 36.60
N -11.41 -19.41 37.38
H -9.35 -19.29 36.46
H -9.06 -17.63 36.46
H -10.83 -20.22 37.22
H -12.39 -19.59 37.54
O -10.61 -15.88 34.57
H -11.29 -16.27 34.02
H -10.95 -15.99 35.46
O -8.31 -12.31 34.46
H -8.18 -11.55 33.89
H -7.93 -12.05 35.30
O -10.81 -14.84 38.39
H -10.12 -14.29 38.01
H -10.95 -15.53 37.75
*
```

The calculation puts the lowest unoccupied orbital energy (alpha / beta) at -7.43 / -11.01 eV. As for the orbital gap (alpha / beta): 6.846 / 2.999 eV.

ORCA calculation (ωB97M-V/def2-TZVPD) on a 10-piece molecular cluster, C7H33NO9 overall in a non-equilibrium geometry.

Structure (ORCA input):
```
! RIJCOSX wB97M-V def2-TZVPD def2/J DEFGRID3
* xyz 0 1
C -3.48 0.59 -0.05
C -2.32 1.04 0.43
C -2.33 2.27 1.30
C -1.04 0.27 0.20
C -1.02 -1.02 1.03
C 0.13 -1.07 2.06
C 1.05 -2.31 1.99
N -0.36 -0.86 3.45
H -4.45 1.04 0.08
H -3.61 -0.31 -0.64
H -3.34 2.50 1.66
H -1.97 3.09 0.67
H -1.77 2.16 2.22
H -0.92 0.08 -0.87
H -0.17 0.82 0.45
H -1.06 -1.91 0.39
H -1.95 -1.06 1.59
H 0.88 -0.29 1.93
H 0.88 -2.76 1.02
H 2.10 -2.00 2.08
H 1.03 -2.96 2.87
H -1.25 -0.38 3.44
H -0.55 -1.77 3.86
O 1.23 3.52 0.50
H 0.78 3.66 1.35
H 0.75 4.02 -0.17
O 2.52 -2.51 -1.39
H 2.26 -2.60 -2.31
H 1.96 -3.16 -0.94
O 2.30 1.10 1.03
H 1.97 2.02 0.85
H 3.19 1.32 1.31
O 0.55 2.40 2.71
H 1.02 1.77 2.15
H 0.08 1.94 3.40
O 0.56 2.42 -2.72
H 1.02 1.63 -2.42
H -0.33 2.12 -2.91
O -0.07 -3.42 -1.97
H -0.52 -2.73 -2.51
H -0.58 -4.22 -2.18
O 0.99 -0.25 -3.84
H 1.82 -0.60 -4.18
H 1.10 -0.09 -2.88
O -1.29 -1.38 -3.31
H -1.90 -0.87 -3.84
H -0.44 -0.90 -3.50
O 2.07 0.01 -1.44
H 2.30 -0.93 -1.25
H 2.17 0.59 -0.67
*
```

Its structure (SMILES) is C=C(C)CC[C@H](C)N.O.O.O.O.O.O.O.O.O. The calculation puts the lowest unoccupied orbital energy at 0.40 eV. The energy above the lowest of the compared OMol25 structures with the same formula, charge and spin is 1.908 eV. As for the orbital gap: 9.413 eV.

ORCA calculation (ωB97M-V/def2-TZVPD) on a 11-piece molecular cluster, C7H33O11 overall in a non-equilibrium geometry.

Structure (ORCA input):
```
! RIJCOSX wB97M-V def2-TZVPD def2/J DEFGRID3
* xyz -1 1
C 1.28 -2.37 0.78
O 0.58 -1.67 1.76
C 0.78 -2.22 -0.65
C 1.06 -0.76 -1.27
C 0.73 0.52 -0.64
C -1.25 2.73 1.76
C -0.21 1.96 1.00
C -0.43 0.97 0.14
H 1.17 -3.46 0.96
H 2.38 -2.13 0.68
H -0.27 -2.46 -0.76
H 1.22 -2.80 -1.47
H 0.78 -0.78 -2.30
H 2.17 -0.85 -1.42
H 0.28 -0.72 1.28
H 1.68 1.18 -0.49
H -2.23 2.30 1.92
H -1.44 3.62 1.16
H -0.90 3.15 2.64
H 0.78 2.39 1.20
H -1.33 0.42 -0.17
H -1.23 2.18 -3.32
H -1.83 2.63 -2.02
O -2.01 2.51 -2.94
H 3.11 1.97 -2.36
H 2.76 0.81 -1.48
O 3.54 1.21 -1.90
H -3.06 0.41 -1.17
H -3.09 1.32 -2.44
O -3.31 0.35 -2.14
H 0.60 1.79 -2.35
H 0.29 0.82 -3.43
O 0.42 1.75 -3.30
H 4.16 0.56 1.68
H 3.98 -0.11 0.29
O 4.55 0.38 0.83
H -3.67 -1.45 -0.56
H -3.05 -0.79 0.77
O -3.82 -0.91 0.28
H -1.16 -1.69 2.19
H -2.08 -0.49 2.50
O -2.07 -1.34 2.10
H 2.06 -3.14 3.37
H 1.19 -1.91 3.58
O 1.91 -2.32 3.92
H -0.04 -0.65 3.41
H -0.03 0.85 3.01
O -0.46 0.26 3.61
H -1.28 -1.97 -2.38
H -1.97 -0.72 -2.78
O -1.26 -1.33 -3.08
*
```

The calculation puts the lowest unoccupied orbital energy at 2.76 eV. The energy above the lowest of the compared OMol25 structures with the same formula, charge and spin is 3.571 eV. As for the orbital gap: 5.653 eV.

ORCA calculation (ωB97M-V/def2-TZVPD) on a 12-piece molecular cluster, C7H35NO11 overall in a non-equilibrium geometry.

Structure (ORCA input):
```
! RIJCOSX wB97M-V def2-TZVPD def2/J DEFGRID3
* xyz 0 1
C -3.02 1.96 0.14
C -2.29 2.59 -0.80
C -1.44 1.65 -1.69
C -0.28 1.02 -1.00
C -0.17 0.75 0.30
N 0.93 0.01 0.85
C 0.56 0.27 -2.06
C 0.25 -1.22 -2.28
H -3.72 2.31 0.86
H -2.97 0.86 0.32
H -2.17 3.65 -0.96
H -1.22 2.15 -2.65
H -2.04 0.78 -2.06
H -0.82 1.21 1.02
H 0.73 -0.98 0.91
H 1.32 0.31 1.71
H 0.43 0.92 -2.93
H 1.59 0.15 -1.63
H -0.76 -1.56 -2.02
H 0.86 -1.77 -1.59
H 0.60 -1.56 -3.26
O 0.89 4.47 -1.15
H 1.58 4.51 -0.48
H 1.24 3.91 -1.86
O 0.45 -3.95 0.84
H 1.19 -3.36 0.70
H 0.69 -4.76 0.40
O -3.60 -1.85 0.92
H -2.81 -1.33 1.09
H -4.28 -1.22 1.19
O 2.56 0.09 -4.14
H 1.76 -0.41 -4.32
H 2.27 0.91 -3.75
O -1.69 -3.14 3.06
H -1.37 -2.94 2.18
H -2.62 -3.32 2.85
O 3.17 -2.76 2.32
H 2.87 -2.15 3.01
H 3.83 -2.32 1.75
O -1.83 -0.74 2.64
H -1.09 -0.13 2.51
H -1.35 -1.56 2.34
O 0.55 0.22 3.77
H 0.08 0.98 3.42
H 0.16 -0.29 4.49
O -3.74 -0.91 -2.28
H -3.64 -1.81 -2.61
H -3.61 -1.01 -1.33
O 3.17 3.22 -0.58
H 3.44 2.28 -0.41
H 4.02 3.42 -0.14
O 3.89 0.50 -0.37
H 3.67 0.59 -1.31
H 3.47 -0.33 -0.07
*
```

Its structure (SMILES) is C=CC/C(=C/N)CC.O.O.O.O.O.O.O.O.O.O.O. The calculation puts the lowest unoccupied orbital energy at -0.09 eV. The energy above the lowest of the compared OMol25 structures with the same formula, charge and spin is 2.970 eV. As for the orbital gap: 8.739 eV.

ORCA calculation (ωB97M-V/def2-TZVPD) on a 14-piece molecular cluster, C7H36O13 overall in a non-equilibrium geometry.

Structure (ORCA input):
```
! RIJCOSX wB97M-V def2-TZVPD def2/J DEFGRID3
* xyz 1 2
C 0.71 -0.33 3.13
C 0.25 0.82 3.76
C -1.57 -1.18 2.64
C -0.21 -1.39 2.58
C 0.46 -2.65 2.22
C 0.53 -3.01 0.91
C 1.02 -4.35 0.41
H 1.74 -0.54 2.84
H 0.99 1.55 4.21
H -0.78 1.07 3.80
H -2.01 -0.25 3.09
H -2.29 -1.99 2.34
H 0.70 -3.33 3.04
H 0.07 -2.22 0.36
H 0.14 -5.03 0.75
H 1.12 -4.36 -0.70
H 1.91 -4.61 1.09
H -2.26 2.97 -0.15
H -2.38 1.61 0.57
O -2.15 2.51 0.76
H -2.71 -0.01 -3.70
H -3.37 1.31 -3.55
O -2.59 0.83 -3.54
H -0.29 3.19 -0.72
H -0.31 2.46 -1.98
O -0.84 2.75 -1.33
H -3.43 0.94 -0.76
H -4.63 0.57 -1.30
O -4.12 0.25 -0.54
H -0.85 0.77 -1.44
H -0.99 -0.79 -1.39
O -0.42 -0.03 -1.61
H 2.84 1.55 2.84
H 3.99 1.51 1.97
O 3.00 1.49 1.93
H 1.48 3.62 0.02
H -0.03 4.06 0.59
O 0.95 4.39 0.43
H -2.33 -3.99 1.95
H -2.67 -3.07 0.79
O -2.97 -3.96 1.20
H -1.47 -2.82 -2.28
H -1.80 -3.14 -0.93
O -1.61 -2.40 -1.41
H 3.74 -1.43 -1.98
H 4.03 -0.19 -1.22
O 4.47 -0.99 -1.63
H 2.04 1.24 0.14
H 0.84 0.87 -0.83
O 1.40 1.62 -0.53
H 2.74 0.77 -3.05
H 2.39 1.91 -2.02
O 3.16 1.42 -2.41
H 2.22 3.33 -3.20
H 0.71 3.46 -3.35
O 1.46 3.19 -2.80
*
```

The calculation puts the lowest unoccupied orbital energy (alpha / beta) at -5.21 / -8.04 eV. The energy above the lowest of the compared OMol25 structures with the same formula, charge and spin is 3.755 eV. As for the orbital gap (alpha / beta): 7.229 / 4.401 eV.

What did the ninth record say?
ORCA calculation (ωB97M-V/def2-TZVPD) on a 12-piece molecular cluster, C7H35NO11 overall in a non-equilibrium geometry.

Structure (ORCA input):
```
! RIJCOSX wB97M-V def2-TZVPD def2/J DEFGRID3
* xyz 0 1
C -3.02 1.96 0.14
C -2.29 2.59 -0.80
C -1.44 1.65 -1.69
C -0.28 1.02 -1.00
C -0.17 0.75 0.30
N 0.93 0.01 0.85
C 0.56 0.27 -2.06
C 0.25 -1.22 -2.28
H -3.72 2.31 0.86
H -2.97 0.86 0.32
H -2.17 3.65 -0.96
H -1.22 2.15 -2.65
H -2.04 0.78 -2.06
H -0.82 1.21 1.02
H 0.73 -0.98 0.91
H 1.32 0.31 1.71
H 0.43 0.92 -2.93
H 1.59 0.15 -1.63
H -0.76 -1.56 -2.02
H 0.86 -1.77 -1.59
H 0.60 -1.56 -3.26
O 0.89 4.47 -1.15
H 1.58 4.51 -0.48
H 1.24 3.91 -1.86
O 0.45 -3.95 0.84
H 1.19 -3.36 0.70
H 0.69 -4.76 0.40
O -3.60 -1.85 0.92
H -2.81 -1.33 1.09
H -4.28 -1.22 1.19
O 2.56 0.09 -4.14
H 1.76 -0.41 -4.32
H 2.27 0.91 -3.75
O -1.69 -3.14 3.06
H -1.37 -2.94 2.18
H -2.62 -3.32 2.85
O 3.17 -2.76 2.32
H 2.87 -2.15 3.01
H 3.83 -2.32 1.75
O -1.83 -0.74 2.64
H -1.09 -0.13 2.51
H -1.35 -1.56 2.34
O 0.55 0.22 3.77
H 0.08 0.98 3.42
H 0.16 -0.29 4.49
O -3.74 -0.91 -2.28
H -3.64 -1.81 -2.61
H -3.61 -1.01 -1.33
O 3.17 3.22 -0.58
H 3.44 2.28 -0.41
H 4.02 3.42 -0.14
O 3.89 0.50 -0.37
H 3.67 0.59 -1.31
H 3.47 -0.33 -0.07
*
```

Its structure (SMILES) is C=CC/C(=C/N)CC.O.O.O.O.O.O.O.O.O.O.O. The calculation puts the lowest unoccupied orbital energy at -0.09 eV. The energy above the lowest of the compared OMol25 structures with the same formula, charge and spin is 2.970 eV. As for the orbital gap: 8.739 eV.